(1)
C5H4N2 | ωB97M-V/def2-TZVPD

```
! RIJCOSX wB97M-V def2-TZVPD def2/J DEFGRID3
* xyz 0 1
C 2.4984 0.4657 0.1757
C 1.3864 0.0421 -0.0093
C 0.1954 -0.6820 -0.3937
N -0.7858 -1.1835 0.5626
C -1.2026 -0.1516 -0.3847
C -1.5555 1.1655 0.1028
N -1.9365 2.1825 0.5028
H 3.4924 0.8262 0.3265
H 0.4041 -1.3928 -1.1896
H -0.6326 -0.7696 1.4805
H -1.8637 -0.5026 -1.1734
*
```

energy above the lowest of the compared OMol25 structures with the same formula, charge and spin	3.080	eV
SMILES string	C#C[C@H]1N[C@H]1C#N
orbital gap	10.8	eV

Here is what natural (NBO) gives for the atomic charges, in e:
1 C -0.169
2 C -0.066
3 C -0.123
4 N -0.518
5 C -0.177
6 C 0.252
7 N -0.288
8 H 0.242
9 H 0.234
10 H 0.370
11 H 0.244

=====

(2)
C9H17N | ωB97M-V/def2-TZVPD

```
! RIJCOSX wB97M-V def2-TZVPD def2/J DEFGRID3
* xyz 0 1
C 1.8535 -0.2258 -0.2886
C 3.3211 -0.4212 -0.5392
N 0.9643 -0.7895 -1.1278
C 1.5108 1.7692 -0.3919
C 2.2087 2.7538 -0.2553
H 1.5350 -0.2550 0.7476
H 1.2048 -0.8738 -2.1038
H 0.0801 -1.1488 -0.7511
H 3.5613 -0.2450 -1.5892
H 3.6129 -1.4466 -0.2890
H 3.9013 0.2664 0.0718
H 2.8229 3.5936 -0.0508
C -1.7195 0.6298 1.6163
C -1.2881 1.2072 -0.7900
C -2.3625 -2.1664 0.7970
C -1.6772 0.1995 0.1653
C -2.0020 -1.0785 -0.1755
H -2.1040 -1.3189 -1.2296
H -1.0833 -0.0040 2.2383
H -1.3853 1.6587 1.7349
H -2.7331 0.5567 2.0152
H -1.6048 2.2217 -0.5712
H -1.4390 0.9579 -1.8370
H 0.2115 1.5407 -0.5755
H -1.7045 -2.1802 1.6706
H -2.3006 -3.1501 0.3286
H -3.3842 -2.0515 1.1799
*
```

energy above the lowest of the compared OMol25 structures with the same formula, charge and spin	5.145	eV
orbital gap (spin up / spin down)	7.2 / 7.2	eV

Here is what natural (NBO) gives for the atomic charges, in e:
1 C 0.156
2 C -0.651
3 N -0.783
4 C -0.317
5 C -0.262
6 H 0.214
7 H 0.391
8 H 0.430
9 H 0.218
10 H 0.226
11 H 0.236
12 H 0.224
13 C -0.654
14 C -0.631
15 C -0.644
16 C 0.019
17 C -0.312
18 H 0.195
19 H 0.211
20 H 0.220
21 H 0.220
22 H 0.211
23 H 0.202
24 H 0.253
25 H 0.205
26 H 0.213
27 H 0.209

=====

(3)
C8H9Br12F3O2 | ωB97M-V/def2-TZVPD

```
! RIJCOSX wB97M-V def2-TZVPD def2/J DEFGRID3
* xyz -1 2
C -2.5351 -3.7087 -3.8629
Br -3.1245 -5.6009 -4.0575
Br -4.1141 -2.5598 -4.1300
Br -1.0632 -3.0851 -5.0756
H -2.1867 -3.5911 -2.8368
C 3.1066 -5.1235 -1.1759
Br 1.3189 -4.2681 -1.4249
Br 4.2570 -4.1503 0.0668
Br 3.9584 -5.4092 -3.0003
H 2.7996 -6.0693 -0.7295
C -0.5799 -0.9645 -0.6651
Br 0.1332 -1.3869 1.0699
Br 0.4016 0.5779 -1.4850
Br -2.4611 -0.5936 -0.2984
H -0.4364 -1.8866 -1.2284
C -0.8584 4.3527 -0.9968
Br -2.2471 4.9184 0.2317
Br 0.9261 5.1987 -0.6461
Br -1.4118 4.8777 -2.8795
H -0.7946 3.2649 -0.9734
C -1.1250 0.8758 3.5572
C -1.0466 1.6875 2.2213
O 0.2561 1.7499 1.6783
C 1.1743 2.5069 2.2547
O 1.1493 3.2318 3.2289
C 2.4757 2.3100 1.4208
F 2.3560 2.4159 0.1347
F 3.3661 3.2670 1.7659
F 3.1362 1.1719 1.7327
H -0.9987 -0.2068 3.5431
H -2.1119 0.8769 4.0200
H -0.5079 1.2437 4.3769
H -1.3179 2.6878 2.5587
H -1.8943 1.3889 1.6044
*
```

<S²>	0.755
orbital gap (spin up / spin down)	2.5 / 7.1	eV

Here is what natural (NBO) gives for the atomic charges, in e:
1 C -0.443
2 Br 0.057
3 Br 0.047
4 Br 0.078
5 H 0.214
6 C -0.512
7 Br -0.247
8 Br -0.093
9 Br -0.183
10 H 0.175
11 C -0.469
12 Br 0.088
13 Br 0.039
14 Br 0.037
15 H 0.234
16 C -0.439
17 Br 0.090
18 Br 0.076
19 Br 0.037
20 H 0.234
21 C -0.655
22 C -0.107
23 O -0.476
24 C 0.712
25 O -0.538
26 C 0.895
27 F -0.291
28 F -0.330
29 F -0.312
30 H 0.224
31 H 0.218
32 H 0.220
33 H 0.194
34 H 0.227

=====

(4)
C22H36AsF6N3OPSW | ωB97M-V/def2-TZVPD

```
! RIJCOSX wB97M-V def2-TZVPD def2/J DEFGRID3
* xyz 4 4
W 0.5756 0.3202 1.4509
C -0.8623 2.3480 4.7154
C -0.0742 1.1757 4.2745
O -0.3503 0.5985 3.1257
N 0.8569 0.6403 5.0029
C 1.5611 -0.6021 4.6492
C 2.6645 -0.4578 3.6240
C 3.9815 -0.4748 4.0310
C 5.0150 -0.4647 3.0969
C 4.6972 -0.4989 1.7474
C 3.3682 -0.5053 1.3941
N 2.3528 -0.4337 2.2926
H -1.4068 2.7762 3.8786
H -0.2224 3.0984 5.1814
H -1.5882 2.0194 5.4669
H 1.0502 1.0599 5.9077
H 0.8244 -1.3291 4.3103
H 1.9952 -0.9870 5.5685
H 4.2088 -0.5120 5.0886
H 6.0471 -0.4567 3.4250
H 5.4581 -0.5374 0.9803
H 3.0867 -0.5490 0.3498
S -1.0877 2.4993 -4.7667
C -1.1622 3.0368 -6.3824
N -2.1759 3.8855 -6.7534
C -2.3269 4.3644 -7.9842
C -1.4261 4.0094 -8.9830
C -0.3827 3.1571 -8.6697
C -0.2493 2.6698 -7.3697
H -2.8404 4.1533 -6.0338
H -3.1664 5.0254 -8.1536
H -1.5592 4.4050 -9.9801
H 0.3306 2.8669 -9.4301
H 0.5579 2.0035 -7.1035
C 1.4045 -3.4594 0.4634
C 0.4088 -2.7264 -0.4377
C 1.0907 -1.9489 -1.5651
P -0.7368 -1.6481 0.5011
C -1.7451 -2.6381 1.6893
C -2.0593 -4.0225 1.0996
C -1.1478 -2.7606 3.0905
C -1.8689 -0.8041 -0.6803
C -2.8568 0.1090 0.0531
C -2.6193 -1.7932 -1.5820
H 2.0223 -4.1129 -0.1527
H 0.9178 -4.0860 1.2081
H 2.0754 -2.7732 0.9830
H -0.2574 -3.4707 -0.8863
H 1.6610 -1.0874 -1.2002
H 0.3839 -1.5837 -2.3092
H 1.7959 -2.6033 -2.0773
H -2.6760 -2.0684 1.7587
H -1.1918 -4.6803 1.1260
H -2.4411 -3.9876 0.0818
H -2.8310 -4.4797 1.7198
H -0.1655 -3.2382 3.0785
H -1.0906 -1.7933 3.5881
H -1.8016 -3.3899 3.6949
H -1.2004 -0.2018 -1.3071
H -3.5920 -0.4713 0.6104
H -3.4096 0.6977 -0.6786
H -2.3891 0.8108 0.7457
H -3.3504 -2.3689 -1.0157
H -1.9609 -2.4795 -2.1139
H -3.1719 -1.2228 -2.3289
F -0.6278 2.2577 0.9210
As 0.6743 3.4924 0.7323
F 2.2274 4.0091 0.4459
F 1.2798 2.6291 2.1519
F 1.3950 1.2679 0.0231
F -0.1095 4.7305 1.4857
F 0.2131 3.5911 -0.8683
*
```

energy above the lowest of the compared OMol25 structures with the same formula, charge and spin	0.000	eV
<S²>	3.791
orbital gap (spin up / spin down)	5.7 / 6.1	eV

Here is what Mulliken gives for the atomic charges, in e:
1 W 1.462
2 C -1.390
3 C 0.574
4 O -0.311
5 N 0.115
6 C -1.164
7 C 1.155
8 C -0.760
9 C -0.460
10 C -1.107
11 C 0.061
12 N 0.238
13 H 0.324
14 H 0.478
15 H 0.386
16 H 0.336
17 H -0.332
18 H 0.679
19 H 0.542
20 H 0.476
21 H 0.518
22 H 0.330
23 S -0.074
24 C 0.250
25 N -0.050
26 C -0.049
27 C -0.537
28 C -0.195
29 C -0.315
30 H 0.276
31 H 0.437
32 H 0.420
33 H 0.441
34 H 0.406
35 C -1.360
36 C 0.643
37 C -1.443
38 P 0.137
39 C 0.592
40 C -1.643
41 C -0.918
42 C 0.391
43 C -1.557
44 C -1.612
45 H 0.532
46 H 0.289
47 H 0.115
48 H 0.813
49 H 0.204
50 H 0.337
51 H 0.494
52 H 0.489
53 H 0.387
54 H 0.353
55 H 0.491
56 H 0.270
57 H -0.071
58 H 0.596
59 H 0.594
60 H 0.410
61 H 0.483
62 H 0.196
63 H 0.354
64 H 0.404
65 H 0.486
66 F -0.405
67 As 1.785
68 F -0.335
69 F -0.430
70 F -0.632
71 F -0.265
72 F -0.332